Computed, not measured: a cluster of 2 separate species, C6H12O2 in total, with ωB97M-V/def2-TZVPD.

```
20
Properties=species:S:1:pos:R:3:mulliken_charge:R:1
C -2.509 0.726 1.043 -1.17
C -1.271 0.368 0.684 0.95
C -0.868 -1.079 0.598 -1.20
C -0.158 1.364 0.765 -0.65
C 1.101 1.114 -0.054 -0.64
C 0.706 0.921 -1.499 0.05
O 1.250 0.204 -2.294 -0.47
H -3.192 -0.069 1.317 0.30
H -2.783 1.762 1.186 0.31
H 0.146 -1.276 0.277 0.21
H -1.545 -1.736 0.040 0.35
H -0.919 -1.574 1.582 0.32
H -0.540 2.330 0.395 0.36
H 0.081 1.463 1.832 0.29
H 1.704 0.269 0.273 0.27
H 1.778 1.969 0.038 0.39
H -0.049 1.638 -1.906 0.35
O 2.213 -2.984 -1.152 -0.64
H 2.859 -3.359 -1.748 0.29
H 1.995 -2.052 -1.376 0.34
```

As for the SMILES: C=C(C)CCC=O.O. The value obtained for the energy relative to the best compared isomer or geometry (same formula, charge and spin) is 2.002 eV. The charge is 0. Its HOMO energy is -9.347 eV. For the lowest unoccupied orbital energy, the calculation gives 0.70 eV.

***

Computed, not measured: a cluster of 2 separate species, C9H14O in total, with ωB97M-V/def2-TZVPD.

```
24
Properties=species:S:1:pos:R:3:mulliken_charge:R:1
C -1.404 -0.667 1.808 -1.76
C -0.122 0.176 1.518 0.94
C 1.108 -0.610 1.492 -0.75
C 2.211 0.014 1.005 -0.44
C 2.176 1.242 0.306 0.47
O 3.331 1.892 0.023 -0.56
C 0.916 1.904 0.204 -0.19
C -0.203 1.489 0.972 -0.77
H -2.149 -0.221 1.337 0.59
H -1.437 -0.531 2.970 0.39
H -1.142 -1.744 1.705 0.38
H 1.028 -1.587 2.031 0.33
H 3.135 -0.460 1.157 0.43
H 3.346 2.348 -0.912 0.36
H 1.017 2.937 -0.316 0.16
H -1.036 2.132 0.991 0.46
C -2.046 -0.923 -1.888 -0.67
C -0.614 -1.226 -2.253 -0.47
H -2.266 -0.847 -0.774 0.03
H -2.527 0.083 -2.072 0.28
H -2.764 -1.517 -2.514 0.30
H -0.149 -0.478 -1.547 -0.03
H -0.269 -1.208 -3.301 0.32
H -0.140 -2.199 -1.940 0.22
```

As for the SMILES: Cc1ccc(O)cc1.CC. The value obtained for the energy relative to the best compared isomer or geometry (same formula, charge and spin) is 2.734 eV. The charge is 0. Its HOMO energy is -8.128 eV. For the lowest unoccupied orbital energy, the calculation gives 0.76 eV.

***

Computed, not measured: a structure of composition C36H66BF3O3PS3SiV, with ωB97M-V/def2-TZVPD.

```
115
Properties=species:S:1:pos:R:3:mulliken_spin:R:1
V 0.952 0.046 1.591 1.01
C 0.630 2.818 4.392 0.00
C 1.670 1.794 4.715 0.00
S 1.750 0.242 3.812 -0.01
C 0.759 -0.753 4.913 0.00
C -0.779 -0.564 4.836 -0.01
S -1.351 -0.132 3.119 0.00
C -2.542 1.203 3.463 0.01
C -2.067 2.584 3.909 0.00
S -0.986 2.664 5.308 0.00
H 0.375 2.756 3.378 0.01
H 0.970 3.828 4.737 0.00
H 1.608 1.480 5.750 0.00
H 2.665 2.205 4.652 0.00
H 1.144 -0.505 5.885 0.00
H 1.097 -1.714 4.629 0.00
H -1.205 0.081 5.564 0.00
H -1.350 -1.514 4.995 0.00
H -3.226 0.809 4.252 0.00
H -3.160 1.178 2.565 0.00
H -2.935 3.139 4.287 0.00
H -1.656 3.084 3.057 0.00
C 3.647 -3.005 2.411 0.00
O 2.488 -3.073 3.203 0.00
C 1.531 -4.019 2.749 0.00
C 0.239 -3.787 3.566 0.00
O -0.648 -2.806 3.012 0.00
C -1.672 -3.411 2.228 0.00
H 4.292 -3.927 2.532 0.00
H 4.268 -2.135 2.698 0.00
H 3.373 -2.915 1.377 0.00
H 1.902 -5.078 2.831 0.00
H 1.257 -3.838 1.661 0.00
H 0.444 -3.442 4.561 0.00
H -0.288 -4.723 3.708 0.00
H -2.278 -4.122 2.836 0.00
H -1.270 -3.952 1.400 0.00
H -2.403 -2.633 1.983 0.00
F 1.751 -1.374 0.735 0.02
F 0.746 2.786 -0.685 0.00
B 0.532 1.943 0.330 0.02
F -0.356 2.383 1.345 0.02
C 2.617 3.712 1.281 0.00
Si 2.707 1.899 0.970 -0.05
C 4.109 1.366 2.110 -0.02
C 3.372 1.355 -0.736 -0.01
C 3.142 2.046 -1.909 0.01
C 3.643 1.534 -3.117 0.00
C 4.318 0.354 -3.169 0.00
C 4.557 -0.378 -1.973 0.00
C 4.142 0.170 -0.786 0.00
H 3.359 4.169 0.649 0.00
H 2.759 3.872 2.360 0.00
H 1.668 4.159 0.978 0.00
H 5.011 1.694 1.636 0.00
H 4.119 0.298 2.287 0.02
H 4.006 1.933 3.039 0.00
H 2.765 3.039 -1.878 0.00
H 3.544 2.143 -4.049 0.00
H 4.596 -0.101 -4.152 0.00
H 4.991 -1.349 -2.029 0.00
H 4.290 -0.435 0.096 0.00
O -0.203 0.655 -0.206 -0.02
P -0.811 0.116 -1.543 -0.01
C -1.182 1.535 -2.564 0.00
C -1.856 1.308 -3.940 0.00
C -2.654 2.455 -4.543 0.00
C -2.007 3.791 -4.128 0.00
C -1.991 3.928 -2.596 0.00
C -1.969 2.607 -1.752 0.00
C -2.295 -0.939 -0.985 0.00
C -3.249 -0.192 -0.052 0.00
C -4.662 0.107 -0.535 0.00
C -5.264 -1.028 -1.322 0.00
C -4.385 -1.164 -2.557 0.00
C -2.994 -1.795 -2.080 0.00
C 0.442 -0.978 -2.260 0.01
C 0.458 -0.939 -3.776 0.00
C 0.958 -2.308 -4.285 0.00
C 2.122 -2.913 -3.463 0.00
C 1.649 -3.097 -2.001 0.00
C 0.322 -2.433 -1.715 0.01
H -0.189 1.939 -2.784 0.00
H -2.454 0.410 -3.842 0.00
H -1.141 1.034 -4.715 0.00
H -3.664 2.373 -4.198 0.00
H -2.641 2.455 -5.670 0.00
H -2.399 4.718 -4.570 0.00
H -0.952 3.751 -4.517 0.00
H -2.857 4.594 -2.358 0.00
H -1.156 4.516 -2.208 0.00
H -3.034 2.293 -1.679 0.00
H -1.589 2.777 -0.745 0.00
H -1.697 -1.685 -0.378 0.00
H -2.796 0.736 0.327 0.00
H -3.366 -0.795 0.893 0.00
H -4.726 0.993 -1.255 0.00
H -5.267 0.421 0.294 0.00
H -6.239 -0.731 -1.669 0.00
H -5.357 -1.935 -0.734 0.00
H -4.346 -0.184 -3.038 0.00
H -4.879 -1.888 -3.187 0.00
H -2.393 -1.985 -2.918 0.00
H -3.262 -2.772 -1.693 0.00
H 1.385 -0.593 -1.857 0.00
H 1.092 -0.072 -3.983 0.00
H -0.567 -0.691 -4.132 0.00
H 1.202 -2.150 -5.350 0.00
H 0.154 -3.032 -4.342 0.00
H 2.984 -2.210 -3.403 0.00
H 2.484 -3.782 -3.978 0.00
H 2.417 -2.774 -1.297 0.00
H 1.547 -4.142 -1.749 0.00
H 0.166 -2.408 -0.669 -0.01
H -0.520 -2.975 -2.192 0.00
```

The multiplicity is 2. The value obtained for the energy relative to the best compared isomer or geometry (same formula, charge and spin) is 0.446 eV. The charge is +1. Its HOMO energy (spin up / spin down) is -10.571 / -9.935 eV. Its expectation value of S² is 0.904. For the lowest unoccupied orbital energy (spin up / spin down), the calculation gives -2.06 / -1.89 eV.

***

Computed, not measured: a structure of composition C24H57N3O12S3, with ωB97M-V/def2-TZVPD.

```
99
Properties=species:S:1:pos:R:3:mulliken_charge:R:1
C 2.219 -2.576 -3.099 -1.40
C 1.462 -3.588 -2.156 -1.21
N 1.845 -3.630 -0.731 1.57
C 3.322 -3.811 -0.575 -0.73
C 3.836 -5.172 -1.043 -1.57
C 1.077 -4.482 0.065 -0.69
C -0.439 -4.180 -0.058 -1.22
H 2.288 -1.639 -2.545 1.51
H 1.727 -2.422 -4.059 0.14
H 3.248 -2.852 -3.330 0.46
H 0.445 -3.197 -2.175 0.31
H 1.490 -4.614 -2.523 0.54
H 3.878 -3.062 -1.140 0.34
H 3.580 -3.761 0.483 0.41
H 3.376 -5.990 -0.489 0.34
H 3.701 -5.336 -2.112 0.29
H 4.903 -5.297 -0.855 0.46
H 1.292 -4.333 1.123 0.23
H 1.300 -5.489 -0.288 0.40
H -0.813 -4.484 -1.035 0.31
H -0.769 -3.187 0.248 0.38
H -0.903 -4.855 0.662 0.50
C -4.559 2.811 1.857 -1.46
C -4.720 1.356 1.292 -1.01
N -3.550 0.639 0.816 1.28
C -3.932 -0.703 0.267 -0.33
C -4.804 -1.549 1.159 -1.47
C -2.734 1.389 -0.089 -2.85
C -1.276 0.987 0.101 -0.07
H -5.513 3.041 2.331 0.47
H -4.319 3.409 0.977 0.33
H -3.900 2.931 2.717 0.57
H -5.239 0.847 2.104 0.55
H -5.512 1.471 0.553 0.48
H -4.601 -0.621 -0.590 0.39
H -3.042 -1.275 0.007 0.03
H -4.424 -1.538 2.181 0.32
H -5.815 -1.164 1.290 0.30
H -4.773 -2.621 0.965 0.39
H -2.777 2.478 -0.126 0.61
H -3.142 1.185 -1.079 0.30
H -0.712 1.667 -0.538 1.41
H -1.080 -0.057 -0.144 1.61
H -0.820 1.210 1.066 -5.64
C 3.573 2.498 -4.799 -1.48
C 2.427 1.596 -4.364 -0.29
N 2.575 1.140 -3.023 0.19
C 2.779 2.202 -1.936 -0.76
C 2.968 1.584 -0.476 -0.72
C 1.539 0.145 -2.708 -0.18
C 1.378 -0.976 -3.706 -1.42
H 3.576 3.491 -4.348 0.34
H 3.521 2.681 -5.873 0.45
H 4.560 2.052 -4.675 0.34
H 1.480 2.123 -4.482 0.33
H 2.392 0.792 -5.099 0.30
H 3.664 2.820 -2.081 0.38
H 1.916 2.865 -2.003 0.47
H 2.167 0.932 -0.126 -0.32
H 3.871 1.009 -0.270 0.39
H 3.000 2.460 0.171 0.47
H 0.580 0.612 -2.486 0.43
H 1.935 -0.353 -1.823 -0.99
H 2.303 -1.549 -3.775 0.42
H 1.024 -0.692 -4.697 0.81
H 0.653 -1.723 -3.382 0.35
C -1.881 0.756 3.025 -0.26
C -1.315 -0.400 3.931 -0.16
O -1.795 -0.040 5.172 -0.50
S -1.586 1.578 5.436 1.00
O -0.171 1.843 5.523 -0.56
O -2.481 2.131 6.424 -0.60
O -2.112 1.849 3.903 -0.17
H -2.735 0.555 2.380 -0.16
H -1.050 1.068 2.392 2.38
H -0.231 -0.455 3.827 0.29
H -1.618 -1.401 3.626 0.44
C -0.915 3.384 1.370 -0.26
C -1.990 3.556 2.378 1.39
O -1.364 4.232 3.511 -0.53
S -0.262 5.347 2.895 1.21
O 1.075 5.208 3.558 -0.58
O -0.890 6.644 2.689 -0.59
O -0.209 4.593 1.448 -0.57
H -1.309 3.228 0.366 0.06
H -0.389 2.460 1.610 2.10
H -2.397 2.613 2.745 -1.68
H -2.768 4.227 2.015 0.40
C 2.313 -1.067 0.424 0.10
C 1.029 -1.502 -0.335 0.73
O 0.308 -0.327 -0.360 -0.07
S 0.507 0.639 0.987 2.68
O -0.080 0.103 2.231 -1.08
O 0.256 2.054 0.606 -0.41
O 2.060 0.235 1.019 -0.73
H 3.096 -0.956 -0.326 0.18
H 2.554 -1.750 1.239 0.38
H 0.413 -2.267 0.137 -0.97
H 1.235 -1.777 -1.369 -0.59
```

The value obtained for the energy relative to the best compared isomer or geometry (same formula, charge and spin) is 34.015 eV. The charge is 0. Its HOMO energy is -8.268 eV. For the lowest unoccupied orbital energy, the calculation gives 0.05 eV.